The following is a quantum chemistry calculation of C17H17N9O2 in the gas phase at a distorted geometry, from OMol25.

XYZ file:
```
45
Properties=species:S:1:pos:R:3:forces:R:3:lowdin_charge:R:1
C 1.105896 -1.309691 0.887935 -0.6 1.5 -2.2 -0.27
C 1.577086 -1.300358 2.303198 4.9 -0.9 0.2 -0.22
N 1.490923 2.039477 2.279523 4.9 0.6 -3.9 0.02
H -2.251697 2.740095 1.427563 -1.1 -0.2 0.3 0.09
H 1.306795 5.234387 1.655739 -0.6 -0.4 -0.3 0.13
H 3.197195 3.186770 1.713897 -0.4 0.3 -0.1 0.08
H 0.805966 -1.521913 3.022750 -0.2 -0.1 0.0 0.14
H 3.767463 -2.033630 1.938103 -0.4 0.5 -0.7 0.07
O 2.370471 -0.116311 2.739571 -2.5 1.0 0.0 -0.01
N 1.652536 -0.644438 -0.227108 0.2 0.3 1.3 0.09
H 2.092501 2.733963 0.324481 1.0 -0.9 1.3 0.12
C 1.446692 0.884991 2.973348 2.6 -0.3 -1.4 -0.42
C -1.129499 -2.319184 -2.924121 0.4 1.2 1.0 0.01
H 2.378864 -3.279936 1.892767 1.2 1.2 0.5 0.10
N 0.076467 -1.991801 0.472502 -0.6 -1.5 0.7 0.18
C 0.281513 4.940274 1.381641 -1.4 -0.3 -0.4 0.09
C -1.867288 -3.147699 -3.681558 -0.8 -0.6 -2.2 -0.28
N 0.357718 0.776667 3.585824 -2.6 0.7 0.6 0.13
H -2.387904 6.615615 0.369325 -0.6 1.0 -0.7 0.14
C 2.581549 2.384829 1.299190 -1.1 1.1 0.2 0.03
N 0.977144 -0.943611 -1.260274 -0.7 -1.5 0.3 0.10
N 0.010875 -1.852277 -0.839017 2.7 2.9 1.7 -0.10
H -2.224739 -3.418226 -5.819364 0.5 -0.7 -0.8 0.05
C -0.845192 -4.035955 -1.340253 -0.3 -0.2 0.6 0.01
C -1.613581 -4.944669 -2.112551 0.7 2.6 -0.3 -0.03
H -2.806333 -4.975012 -3.905948 -0.1 -0.7 0.0 0.11
H -3.588799 -2.846049 -4.878800 0.9 0.3 -0.4 0.09
N -0.371758 1.871536 3.158774 -2.6 -0.4 1.1 0.09
C -0.660068 -2.691942 -1.670125 -1.8 -2.9 -2.3 -0.21
H -2.220552 -1.668137 -5.329557 -0.5 -1.8 0.4 0.11
C -0.347087 3.739292 1.652834 -0.3 2.9 -0.4 -0.09
C 2.816367 -2.325105 2.363381 -2.4 -2.6 1.2 -0.03
N -1.797396 5.825768 0.308011 -0.7 -3.4 1.6 0.06
C -2.136140 -4.431998 -3.266811 -0.3 -0.1 -0.3 -0.07
N -2.482803 4.683102 0.639554 1.4 -2.6 2.5 0.06
H -0.433352 -4.272166 -0.388715 0.2 -0.8 0.6 0.09
H -1.017062 -1.336082 -3.270256 0.4 1.4 -0.3 0.10
C 0.302032 2.600447 2.310838 -2.2 -0.7 2.0 -0.31
O -0.098592 7.142403 0.434872 1.3 0.8 0.5 0.05
H -1.856155 -5.947276 -1.957951 0.2 -1.4 1.2 0.09
C -1.848169 3.723511 1.369585 1.5 2.2 -3.1 -0.03
C -0.521416 6.047180 0.719654 1.5 -0.1 -0.1 -0.47
C -2.479302 -2.757689 -5.035832 -0.8 2.5 1.6 -0.04
H 3.100893 -2.635545 3.420413 -0.8 0.7 -1.0 0.09
H 3.287940 1.576393 1.262966 -0.3 -0.7 -0.7 0.07
```
Forces are in eV/Å.

Summary:
E_tot, eV: -35405.5375
Strongest force on any atom, eV/Å: 6.30
Energy above the lowest of the compared OMol25 structures with the same formula, charge and spin, kJ/mol: 470.9
E_HOMO, eV: -9.2355
Lowest unoccupied orbital energy, eV: -0.524
HOMO-LUMO gap, eV: 8.71
SMILES: Cc1cccc(-n2nnc([C@@H](C)Oc3nnc(-c4cn[nH]c(=O)c4)n3C)n2)c1

---

The following is a quantum chemistry calculation of 2 unconnected molecules or ions with the total composition C7H16N3 at a distorted geometry, from OMol25.

XYZ file:
```
26
Properties=species:S:1:pos:R:3:forces:R:3:lowdin_charge:R:1
H -0.570270 -0.341056 3.020415 -0.1 0.0 0.2 0.09
C -1.971172 1.346507 1.408496 0.5 -0.4 0.5 -0.03
H -2.370277 2.318026 1.698879 -0.1 0.2 -0.1 0.11
C -0.498564 1.297450 1.695620 -2.4 4.0 -3.5 -0.38
H -1.190016 0.036255 -1.244758 0.1 -0.3 -0.3 0.15
H 1.420170 -2.955395 -1.747480 0.0 -0.1 0.0 0.12
N 0.026943 -0.336739 -2.882156 -0.1 0.1 0.0 0.02
H 0.937959 -1.957534 -3.818968 0.1 0.0 0.1 0.12
N 0.085683 -1.696606 0.388204 -1.0 -0.2 2.2 0.19
H 0.698746 -2.372833 0.814905 -0.1 0.1 0.1 0.13
C 0.310632 2.376905 1.045192 -0.2 -0.7 0.2 -0.03
C 0.034730 0.374222 2.485437 2.1 -3.6 2.4 0.08
H 1.087970 0.363735 2.705922 0.2 0.0 0.1 0.09
C 1.440261 -1.867787 -1.691442 -0.1 0.3 0.4 -0.08
H 0.193018 0.631990 -3.142520 0.0 -0.1 0.2 0.14
H 2.063421 -0.653650 -3.412800 -0.1 0.0 0.0 0.12
H 0.368075 3.233534 1.717881 0.1 0.2 0.1 0.11
C 1.195137 -1.212618 -3.063243 0.0 -0.4 -0.1 -0.13
C 0.317936 -1.330629 -0.854566 2.9 -1.8 -1.1 -0.39
N -0.355748 -0.451051 -1.546850 -2.2 2.9 -1.2 0.05
H -2.170367 1.236424 0.337286 0.0 0.1 -0.1 0.08
H -0.154385 2.720986 0.122950 -0.1 0.0 -0.1 0.08
H -2.518690 0.576044 1.949241 -0.1 0.0 0.0 0.09
H 1.328696 2.051507 0.843327 0.2 0.0 0.0 0.09
H -0.481475 -1.134913 1.021372 0.2 -0.3 0.1 0.07
H 2.396992 -1.580249 -1.245324 0.2 0.0 -0.1 0.12
```
Forces are in eV/Å.

Summary:
Total charge: +1
Multiplicity: 3
E_tot, eV: -11976.1371
Strongest force on any atom, eV/Å: 5.84
Energy above the lowest of the compared OMol25 structures with the same formula, charge and spin, kJ/mol: 173.3
E_HOMO (alpha / beta), eV: -7.5657 / -11.6389
Lowest unoccupied orbital energy (alpha / beta), eV: -3.399 / -7.771
HOMO-LUMO gap (alpha / beta), eV: 4.17 / 3.87
<S²>: 2.007

---

The following is a quantum chemistry calculation of 2 unconnected molecules or ions with the total composition C4H8N2O at a distorted geometry, from OMol25.

XYZ file:
```
15
Properties=species:S:1:pos:R:3:forces:R:3:lowdin_charge:R:1
H -3.185332 -0.012011 0.220880 0.2 0.1 0.0 0.07
H 2.163797 0.590978 -1.641411 0.0 0.0 0.2 0.09
H 1.267076 1.433720 -0.331223 0.1 -0.1 0.0 0.09
H -1.847704 0.376683 1.326692 -0.1 0.0 -0.1 0.06
C 1.546746 -0.673804 -0.046420 0.1 -0.3 -0.2 -0.48
N 0.580281 -0.633408 2.418372 0.4 0.0 -1.0 0.17
H -1.421071 -0.350774 -1.492171 0.1 0.0 0.1 0.08
C 0.997927 -0.650598 1.339223 -0.4 0.0 1.0 -0.15
H -2.170726 1.416798 -0.067483 0.0 -0.1 0.1 0.07
C -2.157835 0.377858 0.276642 -0.1 0.2 0.1 -0.18
N -1.179173 -0.375515 -0.505663 -0.1 -0.2 -0.1 -0.06
O 1.662343 -1.726646 -0.622908 0.0 0.5 0.3 0.10
C 2.002411 0.659875 -0.564224 0.0 0.0 -0.1 -0.02
H -1.206929 -1.355451 -0.236102 0.0 0.1 0.0 0.07
H 2.948190 0.922289 -0.074202 -0.1 0.0 0.0 0.10
```
Forces are in eV/Å.

Summary:
E_tot, eV: -9304.4552
Strongest force on any atom, eV/Å: 1.13
Energy above the lowest of the compared OMol25 structures with the same formula, charge and spin, kJ/mol: 187.0
E_HOMO, eV: -9.8550
Lowest unoccupied orbital energy, eV: 0.234
HOMO-LUMO gap, eV: 10.09
SMILES: CC(=O)C#N.CN

---

The following is a quantum chemistry calculation of a molecular structure, C3H4N2O, from OMol25.

XYZ file:
```
10
Properties=species:S:1:pos:R:3:forces:R:3:lowdin_charge:R:1
C 1.074984 -0.283212 0.176953 -0.1 -0.1 -0.1 -0.55
H 0.368722 1.865476 0.300014 0.0 -0.1 -0.1 0.13
O 2.293305 -0.095089 -0.208178 -0.1 0.0 0.0 -0.05
N 0.394548 -1.402281 0.402983 0.2 0.3 0.0 0.11
N -0.904383 -0.992100 0.242581 -0.3 0.0 -0.1 -0.01
H 1.357133 0.771546 -0.830119 0.3 0.0 -0.1 0.23
H -1.625412 -1.693478 0.338520 0.1 0.1 0.0 0.16
C -1.083418 0.271093 -0.097791 0.1 -0.1 0.1 -0.06
C 0.200641 0.871810 -0.107737 -0.3 0.0 0.2 -0.08
H -2.076119 0.686237 -0.217229 0.1 -0.1 0.0 0.12
```
Forces are in eV/Å.

Summary:
E_tot, eV: -8199.4940
Strongest force on any atom, eV/Å: 0.39
Energy above the lowest of the compared OMol25 structures with the same formula, charge and spin, kJ/mol: 423.7
E_HOMO, eV: -8.7636
Lowest unoccupied orbital energy, eV: 0.289
HOMO-LUMO gap, eV: 9.05

---

The following is a quantum chemistry calculation of a molecular structure, C30H46N2O4Pt, from OMol25.

XYZ file:
```
83
Properties=species:S:1:pos:R:3:forces:R:3:lowdin_charge:R:1
H 0.499226 3.879074 0.653860 0.0 0.0 0.0 0.06
C 3.782028 -1.579946 2.003542 0.0 0.0 0.0 -0.04
C 1.892652 1.777438 -0.423539 0.0 0.0 0.2 -0.18
H 2.169194 4.106891 1.172780 0.0 0.0 0.0 0.09
Pt -0.048485 0.200527 0.610103 0.1 -0.2 0.0 1.23
H -4.277546 -3.551981 1.832459 0.0 0.0 0.0 0.13
C 2.457721 -0.860468 2.292761 0.0 0.0 0.0 -0.53
C 1.725081 1.277239 0.974043 -0.1 0.0 -0.1 -0.14
H 0.108056 3.276080 -1.909804 0.0 0.0 0.0 0.08
H 3.275991 -3.013026 -2.196267 0.0 0.0 0.0 0.09
C 3.234571 -2.109702 -1.582952 0.0 0.0 0.0 -0.03
H 3.659311 -2.427784 1.335110 0.0 0.0 0.0 0.06
H -2.826173 -4.338583 2.445996 0.0 0.0 0.0 0.13
C 1.906750 0.688331 -1.207913 0.0 0.0 0.1 -0.01
H -3.905044 -5.587780 0.523707 0.0 0.0 0.0 0.12
C 1.498259 4.144402 0.311506 0.0 0.0 0.0 -0.04
H 1.513865 2.879916 -2.914335 0.0 0.0 0.0 0.08
C -2.382060 5.362991 -1.225807 0.0 0.0 0.0 -0.09
H 3.843517 2.957577 -1.929155 0.0 0.0 0.0 0.08
H -0.117542 -1.459414 -2.039071 0.0 0.0 0.0 0.06
C 3.468181 3.549117 -1.092403 0.0 0.0 0.0 -0.04
N -2.849532 -2.752159 -0.969454 -0.1 0.0 0.0 -0.07
H -2.419579 -1.122361 -2.210074 0.0 0.0 0.0 0.08
C 1.431870 -1.822184 2.901174 0.0 0.0 0.0 -0.05
H 1.896377 0.684612 -2.286360 0.1 0.0 0.0 0.11
H -3.240080 5.227141 -3.193239 0.0 0.0 0.0 0.10
H -3.572624 -4.517182 -1.753803 0.0 0.0 0.0 0.13
H 0.572746 -1.255636 3.260414 0.0 0.0 0.0 0.07
H 1.793107 1.923787 1.833555 0.0 0.0 0.0 0.10
H 3.513401 0.899188 3.050932 0.0 0.0 0.0 0.09
C 1.165183 3.493656 -2.081487 0.0 0.0 0.0 -0.03
H 4.084347 3.329514 -0.217596 0.0 0.0 0.0 0.09
H 1.334069 -3.969375 -0.908721 0.0 0.0 0.0 0.09
H -1.711345 -0.919773 2.300632 0.1 0.1 -0.1 0.04
H -2.414437 -2.707677 -3.024611 0.0 0.0 0.0 0.09
C -2.281331 -2.119349 0.089782 0.1 0.0 0.0 -0.43
C 1.978624 -0.146306 1.022503 0.0 0.1 -0.1 -0.27
C 2.749228 0.190194 3.374144 0.0 0.0 0.0 -0.06
O -3.022171 1.273857 -1.105279 0.0 0.0 0.0 0.04
H 1.881249 -2.341811 3.752191 0.0 0.0 0.0 0.09
H 0.321717 -2.933830 0.107298 0.0 0.0 0.0 0.07
H 1.848703 0.743837 3.643973 0.0 0.0 0.0 0.09
C 1.989170 3.233515 -0.816249 0.0 0.0 0.0 -0.55
N -2.452370 -2.639780 1.335139 0.0 0.1 -0.1 -0.06
C -2.901770 -2.092737 -2.265443 0.0 0.0 0.0 -0.02
H -2.228996 -5.129122 0.202284 0.0 0.0 0.0 0.12
H 3.576614 -1.271587 -2.192586 0.0 0.0 0.0 0.09
C -3.248997 -3.834716 1.574917 0.0 0.0 0.0 -0.16
H 1.069808 -2.567270 2.198420 0.0 0.0 0.0 0.05
C -3.159237 3.321284 -2.240313 0.0 0.0 0.0 -0.02
H -4.735099 -3.657167 -0.746621 0.0 0.0 0.0 0.13
H 3.932605 -2.228427 -0.754549 0.0 0.0 0.0 0.07
H 4.209587 -1.952327 2.937059 0.0 0.0 0.0 0.09
H 1.472865 5.177443 -0.041314 0.0 0.0 0.0 0.09
C -2.952351 4.684915 -2.300821 0.0 0.0 0.0 -0.09
C 1.335839 -3.083331 -0.269694 0.0 0.0 0.0 -0.04
H 0.787878 -2.796205 -2.771849 0.0 0.0 0.0 0.09
H -1.629270 -2.421508 3.244090 0.0 0.0 0.0 0.09
H -3.182225 -1.596453 2.995557 0.0 0.0 0.0 0.10
H -1.577328 5.142623 0.756283 0.0 0.0 0.0 0.12
C -1.724312 2.563462 1.222130 0.2 0.0 0.0 -0.57
O -1.601653 -1.098498 -0.150727 -0.1 0.0 0.3 -0.13
C -2.789993 2.602319 -1.101899 0.0 0.0 0.0 -0.27
H -2.650228 0.929315 -0.259739 0.0 0.0 0.0 0.05
C 1.742934 -0.540799 -0.356948 0.0 0.0 0.0 -0.24
H 1.268936 -1.135867 -3.089274 0.0 0.0 0.0 0.08
O -1.763454 1.240974 1.168131 -0.2 0.0 0.0 -0.24
H 3.586656 4.608361 -1.334030 0.0 0.0 0.0 0.09
H -3.606561 2.780029 -3.063907 0.0 0.0 0.0 0.11
C -3.236973 -4.741535 0.366182 0.0 0.0 0.0 -0.15
C -2.222059 -1.844598 2.533566 0.0 0.0 0.0 -0.03
C -2.019957 4.650576 -0.100029 0.0 0.0 0.0 -0.04
C 1.796432 -1.880552 -1.091502 0.0 0.0 0.0 -0.53
H 1.990109 -3.293644 0.571078 0.0 0.0 0.0 0.06
C -3.677784 -3.937355 -0.835203 0.0 0.0 0.0 -0.16
H 3.112703 -0.313137 4.272007 0.0 0.0 0.0 0.09
H -3.945415 -1.940422 -2.551391 0.0 0.0 0.0 0.10
H 4.502636 -0.894868 1.551395 0.0 0.0 0.0 0.10
H -2.225172 6.432386 -1.271184 0.0 0.0 0.0 0.10
H 1.252853 4.541241 -2.377864 0.0 0.0 0.0 0.09
O -1.308031 3.189182 2.174237 0.0 0.0 0.0 0.06
C -2.201924 3.269499 -0.017157 -0.1 0.0 0.0 -0.08
C 0.876458 -1.804260 -2.322780 0.0 0.0 0.0 -0.05
```
Forces are in eV/Å.

Summary:
E_tot, eV: -46274.9540
Strongest force on any atom, eV/Å: 0.28
Energy above the lowest of the compared OMol25 structures with the same formula, charge and spin, kJ/mol: 11.0
E_HOMO, eV: -7.4622
Lowest unoccupied orbital energy, eV: 0.383
HOMO-LUMO gap, eV: 7.85

---

The following is a quantum chemistry calculation of a molecular structure, C6H4Cl2CoN2O3Tl at a distorted geometry, from OMol25.

XYZ file:
```
19
Properties=species:S:1:pos:R:3:forces:R:3:lowdin_charge:R:1
H 2.075706 0.126917 3.461181 0.4 0.1 0.4 0.18
C 1.219196 0.763810 3.327186 -1.5 -3.2 -2.9 0.14
Cl 0.558988 -1.808622 -0.627772 0.0 0.0 -1.3 0.15
H 1.408394 2.648116 4.459429 0.2 0.4 0.5 0.19
Tl 0.056451 -0.956335 -3.493195 -0.4 0.8 -0.7 1.06
C 0.856738 1.979360 3.830804 -2.5 3.2 0.0 0.19
C -0.755726 1.314377 2.429912 1.1 0.3 1.1 0.06
C 0.389907 -2.621871 -6.435211 0.7 -3.6 -2.1 0.09
O -0.605335 -0.132740 -7.588301 0.9 -0.1 3.4 0.15
C -0.327283 -0.200299 -6.477613 -1.1 0.8 -3.7 -0.10
C -0.756724 -2.243978 2.412589 -5.0 -6.9 8.0 0.00
O 0.528620 -3.423943 -7.244256 -0.5 3.1 2.8 0.23
N 0.201521 0.351804 2.443672 1.0 2.5 1.7 -0.06
Cl -0.927895 1.419725 -3.747987 0.5 -1.1 0.2 0.29
N -0.370450 2.311268 3.268789 1.8 -0.7 0.6 0.22
H -1.687978 1.291292 1.866532 0.1 0.1 0.1 0.19
O -1.209935 -2.854427 3.302879 2.5 3.5 -5.3 0.28
H -0.837033 3.193578 3.445413 -0.4 0.3 0.1 0.22
Co 0.182835 -1.158039 1.365941 2.1 0.6 -3.1 0.52
```
Forces are in eV/Å.

Summary:
Total charge: +4
Multiplicity: 5
E_tot, eV: -82721.0648
Strongest force on any atom, eV/Å: 11.71
Energy above the lowest of the compared OMol25 structures with the same formula, charge and spin, kJ/mol: 214.1
E_HOMO (alpha / beta), eV: -23.4987 / -24.0208
Lowest unoccupied orbital energy (alpha / beta), eV: -19.410 / -18.581
HOMO-LUMO gap (alpha / beta), eV: 4.09 / 5.44
<S²>: 6.322